[1]
Density functional theory data (wB97M-V/def2-TZVPD) for a single C2H4ClN5 molecule.

Values from the calculation:
Relative energy (zero: lowest compared OMol25 entry of this formula, charge and spin), kcal per mole: 36.35
SMILES: NNc1n[nH]nc1Cl
Kohn-Sham gap, eV: 10.17

```
12
Properties=species:S:1:pos:R:3:mulliken_charge:R:1
H -3.007 0.913 0.669 0.24
Cl 0.540 -1.837 1.865 -0.18
N -1.388 0.633 -0.408 -0.52
N 1.092 0.633 -0.484 -0.25
H 2.826 -0.114 -0.651 0.25
H 0.686 1.180 -1.279 0.29
H 2.013 -0.307 -2.035 0.26
N -2.193 0.366 0.560 0.26
C -0.516 -0.585 1.120 0.28
N 1.933 -0.510 -0.944 -0.48
N -1.750 -0.451 1.651 -0.54
C -0.238 0.079 -0.063 0.39
```



[2]
Density functional theory data (wB97M-V/def2-TZVPD) for C40H31F5N5O3P2PtSe2 as an isolated structure.

Values from the calculation:
Relative energy (zero: lowest compared OMol25 entry of this formula, charge and spin), kcal per mole: 0.00
Kohn-Sham gap, eV: 4.58
Charge: +1

```
89
Properties=species:S:1:pos:R:3:mulliken_charge:R:1
C 1.355 -3.313 1.953 -1.03
C 0.360 -4.883 4.993 -0.91
H 0.831 -6.971 0.820 0.46
F -2.929 0.235 1.005 0.12
H -2.579 1.070 6.134 0.37
C -2.800 -3.290 1.601 1.20
C -1.849 -5.555 5.677 -0.64
C -0.962 -0.812 3.793 0.38
C 4.464 -3.240 -1.349 -1.01
C -0.829 -1.151 2.456 0.04
C -3.432 2.374 0.268 -0.34
C -3.058 3.574 -0.313 0.78
P -1.205 -2.531 1.404 0.06
H -6.234 -4.869 2.293 0.42
F -3.931 4.560 -0.420 -0.27
C -4.139 -4.923 2.739 -0.94
C -0.063 -3.563 4.924 -0.01
H 0.640 -2.787 4.643 0.73
H 1.387 -5.131 4.759 0.54
H -2.539 -6.331 5.982 0.47
C 2.418 -4.201 1.965 -0.97
C 0.976 -5.947 1.138 -1.03
H 4.879 -4.247 -1.313 0.48
H 1.524 -2.291 2.264 0.83
N 0.152 0.783 2.822 -1.08
H 3.491 -3.273 -0.849 0.08
C -0.587 -1.302 7.520 -0.25
C 4.641 -0.319 -2.025 -0.19
F -4.667 2.214 0.727 -0.27
H -3.853 -1.958 0.271 0.28
H -2.027 -4.735 3.010 0.38
C -0.648 0.674 8.886 -0.48
H -3.307 -3.977 5.810 0.45
H 5.628 -2.557 0.342 0.46
H 5.186 2.019 -0.769 0.28
N 3.338 0.067 -2.400 0.17
C -1.434 -0.687 6.604 0.78
C -1.899 0.607 6.837 -0.38
Se -4.019 -1.325 4.634 -0.29
H -0.202 -6.907 5.423 0.44
C -1.219 1.458 -0.105 -0.19
H 4.438 1.628 0.792 0.22
C 5.408 -2.249 -0.680 -1.46
C 5.360 1.564 0.209 -1.11
F 0.401 2.900 -1.038 -0.26
H -0.234 -2.311 7.356 0.30
H 3.203 0.424 -3.338 0.32
H 0.455 -1.099 9.380 0.42
O 3.615 -1.274 1.392 -0.61
C 2.225 -5.518 1.567 -0.70
H 6.772 0.084 -0.497 0.50
H 4.302 -2.996 -2.402 0.31
C -0.196 -0.618 8.663 -0.79
C 0.100 -3.749 1.529 1.55
C -2.278 -4.240 5.596 -0.99
C -2.512 1.345 0.380 0.61
Se -1.071 -1.596 -0.645 -0.39
C -2.901 -4.360 2.494 -0.15
N -0.127 -0.124 1.915 0.55
C 5.850 0.127 0.084 -1.40
C -5.265 -4.429 2.095 -0.72
H -4.223 -5.741 3.441 0.52
C -1.385 -3.239 5.217 0.51
H 6.056 -0.294 1.069 0.44
C -1.498 1.286 7.974 -0.74
C -1.759 3.738 -0.765 -0.02
C -0.533 -5.878 5.367 -0.71
N 2.396 -0.361 -0.274 -0.10
H -0.344 1.205 9.779 0.38
C 3.577 -0.852 0.263 -0.27
C -3.929 -2.794 0.950 -0.79
H 6.104 2.175 0.719 0.48
P -1.985 -1.531 5.111 0.62
C -0.868 2.690 -0.646 0.52
N -0.326 0.368 3.969 -0.36
Pt 0.354 0.199 0.022 1.14
C 2.312 0.057 -1.543 0.41
H -6.042 -2.991 0.703 0.45
H -1.854 2.291 8.153 0.40
C -0.091 -5.063 1.107 -0.12
H -1.058 -5.399 0.756 0.58
C 4.836 -0.817 -0.602 2.47
O 1.147 0.459 -1.887 -0.73
H 6.352 -2.192 -1.221 0.50
O 5.526 -0.246 -2.829 -0.56
H 3.054 -6.213 1.585 0.52
F -1.375 4.892 -1.293 -0.27
H 3.391 -3.856 2.287 0.47
C -5.161 -3.372 1.201 -0.90
```



[3]
Density functional theory data (wB97M-V/def2-TZVPD) for C3H7CuO3 as an isolated structure.

Values from the calculation:
Relative energy (zero: lowest compared OMol25 entry of this formula, charge and spin), kcal per mole: 0.00
<S²>: 0.7659
Kohn-Sham gap (spin up / spin down), eV: 7.94 / 7.56
Charge: +1
2S+1: 2

```
14
Properties=species:S:1:pos:R:3:mulliken_spin:R:1
H -0.592 1.910 1.336 0.00
O -1.650 -1.039 0.314 -0.04
C -2.079 -0.880 -0.848 0.10
O 2.883 -0.705 -0.047 0.01
H 3.151 -1.419 0.543 0.00
H -0.797 -0.359 1.972 0.02
C -0.778 1.276 0.447 -0.02
H 3.659 -0.435 -0.551 0.00
H -2.921 -1.512 -1.138 0.01
C -0.696 -0.170 0.899 0.26
H -1.812 1.516 0.110 0.00
O 0.165 1.520 -0.571 0.30
Cu 1.179 0.061 -0.141 0.36
H -1.683 -0.166 -1.577 0.01
```



[4]
Density functional theory data (wB97M-V/def2-TZVPD) for an isolated ion of composition C21H24N3O2 and charge +1.

Values from the calculation:
Relative energy (zero: lowest compared OMol25 entry of this formula, charge and spin), kcal per mole: 0.00
SMILES: COc1ccc2c(c1)c(C([NH3+])c1cn(C)c3ccc(OC)cc13)cn2C
Kohn-Sham gap, eV: 7.69
Charge: +1

```
50
Properties=species:S:1:pos:R:3:mulliken_charge:R:1
H -1.834 -1.623 1.760 0.39
C 1.032 -1.748 -1.009 1.29
N -0.082 2.074 3.188 0.11
C -2.775 4.226 1.812 -0.94
H 4.058 -2.334 -2.556 0.21
C -0.610 0.642 1.552 -0.07
C -2.484 2.132 0.521 0.13
C 0.258 0.879 2.596 -1.32
C -0.527 -0.497 0.596 1.10
H -0.233 -1.936 2.036 0.44
C 0.813 -3.477 -2.669 -0.07
H -3.526 3.096 -2.004 0.32
H 4.825 -0.286 0.355 0.32
H -0.861 -2.694 -1.537 0.52
H -3.302 5.167 1.930 0.45
H 1.129 0.294 2.892 0.62
H 0.131 3.632 4.527 0.27
H -2.702 1.499 -0.345 0.40
H -5.173 3.780 -1.792 0.25
H 4.882 -0.871 -1.344 0.28
H 2.195 0.739 0.921 0.71
H 0.955 -4.714 -5.131 0.36
C 0.219 -2.646 -1.679 -0.24
C 2.202 -3.384 -2.982 -0.77
H -1.494 4.490 3.551 0.25
H 4.420 0.825 -0.981 0.35
C -4.388 3.183 -1.328 -0.76
H -4.768 2.184 -1.073 0.30
H -0.361 -5.822 -4.608 0.25
H 1.252 -5.909 -3.817 0.37
C -3.114 3.395 0.705 0.31
H -0.956 -2.560 0.689 0.43
C 0.796 -0.736 -0.011 -0.19
C 4.357 -0.218 -0.637 -0.92
O -0.040 -4.317 -3.313 -0.44
N -0.921 -1.729 1.298 -0.18
H 0.591 2.031 5.179 0.32
C 2.418 -1.672 -1.319 -0.30
N 2.971 -0.645 -0.562 0.09
H 1.673 2.877 4.051 0.32
C -1.176 2.622 2.526 -0.26
C 0.620 2.684 4.296 -0.92
O -4.038 3.923 -0.143 -0.46
H 2.643 -4.027 -3.748 0.41
C 0.506 -5.248 -4.281 -0.90
H -1.264 -0.354 -0.194 0.31
C -1.524 1.749 1.455 0.58
C 1.991 -0.073 0.223 -0.78
C -1.788 3.856 2.715 -0.77
C 3.005 -2.457 -2.310 -1.16
```